Computed, not measured: one molecule with the formula C19H20N2O5, with ωB97M-V/def2-TZVPD.

Last column: natural (NBO) charge in e.
Cartesian coordinates (Å):
1 O -0.079 -2.527 1.095  -0.605
2 C -0.373 -1.452 0.627  0.672
3 C -1.460 -0.554 1.244  -0.323
4 N -2.592 -0.339 0.367  -0.464
5 C -3.821 -0.941 0.593  0.718
6 O -4.054 -1.683 1.505  -0.556
7 C -4.783 -0.462 -0.479  -0.314
8 C -6.013 0.161 0.208  -0.440
9 C -5.632 1.469 0.828  -0.192
10 C -4.918 2.330 0.121  -0.185
11 C -4.525 1.970 -1.278  -0.445
12 C -3.975 0.530 -1.317  -0.298
13 C -2.590 0.516 -0.702  0.727
14 O -1.630 1.153 -1.071  -0.614
15 N 0.194 -0.920 -0.473  -0.626
16 C 1.329 -1.528 -1.116  -0.239
17 C 2.539 -0.591 -1.083  0.065
18 C 3.784 -1.236 -1.702  -0.089
19 O 4.860 -0.329 -1.697  -0.482
20 C 5.027 0.305 -0.489  0.215
21 C 6.230 0.951 -0.238  -0.238
22 C 6.445 1.574 0.976  -0.220
23 C 5.463 1.546 1.954  -0.239
24 C 4.256 0.923 1.707  -0.184
25 C 4.023 0.310 0.482  0.211
26 O 2.796 -0.265 0.268  -0.489
27 H -1.017 0.414 1.496  0.229
28 H -1.839 -1.046 2.143  0.264
29 H -5.103 -1.329 -1.063  0.248
30 H -6.792 0.321 -0.543  0.220
31 H -6.390 -0.539 0.953  0.242
32 H -5.943 1.669 1.841  0.217
33 H -4.606 3.284 0.515  0.215
34 H -5.401 2.026 -1.930  0.221
35 H -3.765 2.648 -1.666  0.239
36 H -3.887 0.218 -2.362  0.244
37 H -0.084 0.007 -0.774  0.427
38 H 1.094 -1.776 -2.157  0.197
39 H 1.552 -2.444 -0.561  0.243
40 H 2.312 0.335 -1.639  0.176
41 H 3.613 -1.508 -2.744  0.201
42 H 4.042 -2.134 -1.123  0.182
43 H 6.982 0.945 -1.010  0.225
44 H 7.383 2.073 1.162  0.214
45 H 5.635 2.019 2.909  0.214
46 H 3.471 0.897 2.446  0.216

The calculated total energy is -1221.78153 Eh. Its total charge is 0. The calculation puts the energy above the lowest of the compared OMol25 structures with the same formula, charge and spin at 0.909 eV. Its SMILES is O=C(CN1C(=O)[C@H]2CC=CC[C@H]2C1=O)NC[C@@H]1COc2ccccc2O1. As for the multiplicity: 1. The value obtained for the orbital gap is 8.9423 eV.